# 1
{"formula": "C3H4O2", "method": "wB97M-V/def2-TZVPD", "energy_ha": -267.07028, "gap_ev": 9.506, "e_above_lowest_ev": 3.334, "charge": 0, "lumo_energy_ha": 0.036, "symbols": ["H", "H", "C", "O", "C", "C", "H", "H", "O"], "coordinates": [[0.69300, 2.06150, 0.08439], [-2.11542, 1.10783, -0.07326], [0.41069, -1.02463, 0.08091], [1.29001, 0.13259, -0.17490], [-0.96708, 0.63518, 0.02649], [0.27442, 1.01647, -0.02968], [0.90811, -1.55461, -0.73213], [0.53982, -1.60646, 1.02198], [-1.03354, -0.76787, -0.20379]], "mulliken_charge": [0.31, 0.25, -0.11, -0.33, -0.03, -0.22, 0.18, 0.24, -0.31]}

# 2
{"formula": "C3H4O2", "method": "wB97M-V/def2-TZVPD", "energy_ha": -267.07161, "gap_ev": 11.459, "e_above_lowest_ev": 3.297, "smiles": "C1OC12CO2", "charge": 0, "lumo_energy_ha": 0.038, "symbols": ["C", "C", "C", "H", "O", "H", "H", "H", "O"], "coordinates": [[-0.55393, 0.71515, -1.02264], [0.75464, -0.49060, 1.02230], [-0.12021, -0.24783, -0.07823], [0.05694, 1.58966, -1.26487], [-0.26666, -0.75793, -1.33553], [-1.62611, 0.83863, -1.08973], [1.10649, -1.50106, 1.19213], [1.36233, 0.32640, 1.40210], [-0.69674, -0.45142, 1.16305]], "mulliken_charge": [-0.36, -0.28, 0.63, 0.24, -0.44, 0.21, 0.23, 0.22, -0.44]}

# 3
{"formula": "C3H4O2S", "method": "wB97M-V/def2-TZVPD", "energy_ha": -665.34977, "gap_ev": 5.583, "e_above_lowest_ev": 0.436, "smiles": "O=C([O-])CC[S-]", "charge": -2, "lumo_energy_ha": 0.230, "symbols": ["H", "O", "C", "H", "S", "C", "H", "C", "O", "H"], "coordinates": [[-0.09494, 0.09094, 1.49767], [2.10036, 0.98084, -0.25222], [0.11992, -0.28761, 0.46150], [-0.18311, -1.28976, 0.48154], [-2.80302, -0.06081, -0.00671], [-1.02394, 0.37803, -0.34353], [-1.02040, 1.39501, -0.06891], [1.56152, -0.15401, -0.09723], [2.14001, -1.31398, -0.28083], [-0.79641, 0.26133, -1.39128]], "mulliken_charge": [0.21, -0.74, -0.30, 0.24, -0.83, -0.74, 0.21, 0.41, -0.77, 0.30]}

# 4
{"formula": "C3H4O2S", "method": "wB97M-V/def2-TZVPD", "energy_ha": -665.25462, "gap_ev": [8.225, 6.925], "e_above_lowest_ev": 3.565, "charge": 0, "lumo_energy_ha": [-0.031, -0.065], "symbols": ["O", "O", "C", "H", "H", "H", "C", "C", "H", "S"], "coordinates": [[1.14376, -1.50896, -0.95692], [-2.66124, -0.33105, 0.03713], [0.46899, 0.08605, 0.65478], [-0.87121, 1.85876, 0.10550], [0.30186, 0.08042, 1.75387], [2.03707, -1.17052, 0.76850], [-0.33358, 0.97077, -0.27610], [1.27403, -0.90187, 0.11913], [0.25460, 1.08768, -1.26694], [-1.61427, -0.17129, -0.93896]], "mulliken_charge": [-0.50, -0.43, -0.45, 0.38, 0.34, 0.41, -0.48, 0.07, 0.27, 0.39]}